(1)
Below is a structure of composition H10Li3O6 in a non-equilibrium geometry, with properties calculated with ωB97M-V with the def2-TZVPD basis set.

Last column: Mulliken charge in e.
Geometry (Å):
O: 1.23840 -0.96076 2.41491  -0.573
Li: -0.74939 1.55258 -1.39591  0.855
O: -1.24958 -1.91262 -0.02641  -0.559
H: 0.91441 0.32054 -0.38674  0.211
H: -0.94200 2.22460 1.25063  0.308
O: -1.86057 2.46923 1.41704  -0.589
H: 2.14065 -0.62053 2.37450  0.290
H: 0.78919 -1.90457 -1.89188  0.333
H: 0.23645 -3.10968 -2.63114  0.345
H: -2.23411 1.76425 1.96055  0.297
H: 1.07628 3.19376 -2.26284  0.210
H: 1.32357 -1.84267 2.81166  0.321
H: -1.07880 -1.72362 -0.97960  0.352
O: 0.13775 -2.14608 -2.56727  -0.682
H: -1.47285 -2.85211 0.02109  0.275
Li: 1.40044 2.39432 0.02591  0.858
Li: -0.47496 -0.65075 1.21773  0.799
O: 0.29170 0.79311 0.16864  -1.020
O: 0.51342 3.01100 -1.52087  -1.030

Atoms 1-2, force components in eV/Å:
-0.2434 -0.6493 0.0318
0.7715 1.0390 0.3395

Results
HOMO-LUMO gap (hartree): 0.31728
Largest force on an atom (eV/A): 1.53
HOMO level (eV): -12.4
Charge: +1

(2)
Below is a cluster of 2 separate species, C3H9BO2S in total in a non-equilibrium geometry, with properties calculated with ωB97M-V with the def2-TZVPD basis set.

Last column: Mulliken charge in e.
Geometry (Å):
H: -0.24391 -1.02128 -0.88276  0.233
H: 1.65351 0.54928 -0.50922  0.248
C: 1.94987 -0.26796 0.21976  -1.182
H: 0.26433 1.77986 0.78847  0.142
O: -1.03217 1.14200 -2.23384  -0.484
H: -1.00008 -1.92498 0.60247  0.406
C: -0.11870 -1.48897 0.16042  -1.103
H: 0.54603 -2.40267 0.01510  0.309
H: -3.66861 1.54499 -0.54507  0.331
H: 2.62366 -1.02905 -0.21744  0.367
C: 0.71642 -0.60781 1.04113  0.280
H: 2.73040 0.27706 0.92728  0.275
B: -2.05988 1.61555 -1.78545  0.664
H: 0.98481 -1.09680 1.98057  0.290
O: -3.22517 1.99954 -1.26136  -0.534
S: -0.12051 0.93124 1.69994  -0.242

Atoms 1-2, force components in eV/Å:
-0.2423 -0.6591 1.6364
0.4561 -1.1264 0.3074

Results
2S+1: 3
HOMO-LUMO gap (spin up / spin down) (hartree): 0.14415 / 0.30200
Largest force on an atom (eV/A): 4.38
HOMO level (spin up / spin down) (eV): -3.9 / -11.1
Energy relative to the best compared isomer or geometry (same formula, charge and spin) (kcal/mol): 54.10

(3)
Below is a cluster of 5 separate species, C34H80N5O18P4S in total in a non-equilibrium geometry, with properties calculated with ωB97M-V with the def2-TZVPD basis set.

Last column: Mulliken charge in e.
Geometry (Å):
H: -14.63268 3.13475 0.07924  0.353
O: -13.27015 -0.69611 -1.87194  -0.312
C: -9.80534 0.89386 -2.93120  -1.071
H: 2.63496 -2.94471 3.66892  0.268
H: 12.67106 -0.86296 -4.47347  0.291
H: 6.18510 1.03968 2.60522  0.327
C: 12.42167 -2.69544 -3.35766  -0.830
H: -16.11185 2.36530 0.67556  0.378
C: 0.72636 -2.67206 2.73104  -0.827
O: 10.79503 -0.21820 -6.03069  -0.751
H: 8.18547 -3.88870 -4.70775  0.346
C: -13.46554 -1.69031 -0.86775  -0.265
H: 4.35025 1.90008 0.10283  -0.047
H: -15.08188 -2.67862 0.16561  0.410
C: -2.55140 -4.44791 4.35249  -1.174
H: 12.42298 -3.77125 -3.53295  0.252
C: 7.46769 3.78552 0.08953  -0.476
H: 7.75517 -1.44656 -4.56542  0.400
C: -10.87902 1.93529 -2.68873  -0.250
H: 2.82256 -4.50963 8.76477  0.279
O: -4.59472 2.97447 1.81850  -0.790
N: 0.75769 -0.32621 0.79325  -0.012
H: -14.58492 1.47489 0.67390  0.353
H: 6.79208 3.30688 -0.61695  0.443
H: 12.02783 -1.27386 -9.83544  0.285
N: 5.90386 0.70885 1.68549  -0.251
S: 2.40790 2.54285 -1.15600  -0.192
O: -4.69565 3.24971 -0.59467  -0.316
H: -7.67497 -0.37103 0.87447  0.253
H: -1.83535 -2.41258 4.18600  0.158
C: 5.27626 4.16995 1.38093  -0.406
H: -9.81539 0.57782 -3.97522  0.319
C: 3.64839 2.72817 0.15966  -0.291
O: 1.19216 -3.21479 5.06334  -0.337
H: -1.39438 3.74300 -0.20692  0.371
H: 0.54515 -1.64407 3.03434  0.239
N: 7.57003 -0.93897 1.65098  -0.220
H: -15.55968 -1.90475 -1.35558  0.253
H: 0.48564 -5.02700 9.10744  0.343
C: 8.56321 1.50497 -0.11164  -1.127
C: 10.28142 -0.93922 -8.62098  -0.288
H: -7.43085 3.30065 2.62854  0.376
H: 5.10903 0.07534 1.76071  0.286
O: -12.17622 1.35331 -2.78986  -0.401
O: 10.47277 -1.98782 -7.66667  -0.342
H: 8.04898 2.49193 1.79948  0.428
C: 8.37336 2.73332 0.78406  -0.699
H: -15.25282 -0.92823 0.08526  0.190
H: 7.03801 -1.16820 -0.93182  0.354
H: -12.84640 -1.48558 0.00848  0.268
H: 8.67395 1.89197 -1.12470  0.530
H: 1.72478 -4.43952 3.46840  0.329
C: -15.50070 1.70475 -1.28009  -0.205
H: -5.20847 0.59892 2.41713  0.333
H: -1.23334 0.25569 1.00238  0.561
H: -0.23996 -3.18042 2.65782  0.152
H: 8.14391 4.45726 -0.43820  0.334
P: -12.97357 0.85293 -1.46893  1.029
O: 9.64094 -2.98724 -5.80118  -0.364
O: 12.00289 -2.37766 -5.73492  -0.321
H: 0.43723 -6.12787 7.74485  0.331
H: 6.98506 -1.57674 2.17501  0.280
O: 0.05874 1.56681 -0.08660  -0.124
H: -8.81584 1.29347 -2.69972  0.340
H: 2.85304 -5.30315 7.20102  0.270
H: -2.13257 2.74689 -1.47032  0.320
C: 1.63362 -3.37990 3.71950  -0.360
H: -10.74807 2.43008 -1.72650  0.270
O: 7.64784 -0.43406 -1.08175  -0.354
O: 0.51609 -4.09375 7.30301  -0.369
H: 9.70455 -3.71244 -3.86231  0.261
H: 9.64876 -1.34629 -9.41087  0.340
H: -3.56162 4.64143 0.45988  0.352
C: -8.16846 3.18850 0.59053  -0.009
H: -2.98488 -2.68046 5.47528  0.334
H: 12.33386 -0.28285 -8.42277  0.278
H: -13.12486 -2.63382 -1.29519  0.342
C: -0.25064 0.45736 0.61306  -0.263
H: 5.26770 3.20795 1.89615  0.018
H: -5.17597 -0.69255 1.21983  0.349
O: -14.33346 1.48721 -2.08594  -0.375
H: -16.09974 0.79084 -1.25252  0.237
H: -16.10190 2.44968 -1.80131  0.332
H: 9.28048 -1.20332 -3.71684  0.380
C: -15.19158 2.19817 0.11690  -1.151
C: 12.77956 -1.93939 -4.62413  -0.306
C: -2.13394 -3.12576 4.95959  -0.106
N: 1.83260 0.29707 0.17702  -0.504
H: -3.50092 4.73830 -1.28921  0.371
H: 11.47475 0.40783 -9.81031  0.359
H: 3.15654 2.64212 1.12906  0.436
H: 13.82195 -2.12966 -4.87966  0.350
H: -9.96671 -0.00074 -2.32982  0.259
C: -14.92573 -1.80897 -0.47406  -0.973
C: 8.47987 -1.92668 -3.90578  -0.864
C: -3.51987 4.04222 -0.44883  -0.536
O: -1.08518 -3.24314 5.93143  -0.380
H: 11.42684 -2.41041 -3.00076  0.060
H: 7.25175 4.64965 2.05338  0.403
C: -8.08481 3.85596 1.94579  -1.337
H: 9.36583 3.17702 0.85633  0.472
H: -7.24217 -0.91946 2.50326  0.420
C: 1.37644 1.40326 -0.32178  0.370
C: 2.40046 -5.33702 8.19196  -1.035
C: 4.38272 4.05904 0.12281  -0.823
H: 4.92809 4.21418 -0.80839  0.495
H: -2.38319 2.33405 0.21365  0.031
H: 4.80243 4.87538 2.06520  0.476
H: 3.62915 4.84824 0.15676  0.424
N: 7.40570 0.58885 -0.14490  0.486
H: 8.56723 -1.11754 1.66511  0.254
P: 0.14980 -4.27735 5.73558  1.071
C: 6.99950 0.09609 1.07497  -0.296
C: 6.69946 4.65110 1.10875  -1.171
H: 1.16846 -2.66691 1.73793  0.453
C: -5.69712 0.21968 1.51607  -0.293
P: -5.53737 2.74822 0.70002  1.078
H: -8.61804 2.19507 0.66488  0.188
O: -5.55338 1.13805 0.43513  -0.304
C: -7.15493 -0.09657 1.79220  -1.055
H: -3.36187 -4.30216 3.63893  0.372
H: 9.74022 -0.10426 -8.17807  0.323
H: 7.99329 -2.14630 -2.95633  0.126
H: -2.89047 -5.13710 5.12735  0.365
H: 13.13286 -2.46956 -2.56150  0.417
H: -9.07208 3.91828 2.40168  0.394
H: 2.68418 -6.27292 8.67510  0.358
H: -1.71978 -4.92920 3.82514  0.364
H: -8.82737 3.77329 -0.05147  0.269
P: 10.57281 -1.68009 -6.08489  1.040
O: -11.91733 0.82231 -0.43131  -0.686
C: -2.28215 3.17068 -0.47593  -0.657
H: 9.48481 0.95449 0.10345  0.433
H: 6.66810 5.69678 0.80132  0.391
O: -6.90666 3.09145 -0.09017  -0.372
C: 0.89281 -5.20946 8.11186  -0.296
C: 9.01176 -3.19848 -4.53506  -0.392
H: -7.66632 0.76628 2.22626  0.199
O: 0.67385 -5.62350 5.42051  -0.761
H: -7.67947 4.86515 1.85387  0.381
H: -10.81231 2.70939 -3.45523  0.354
C: 11.60472 -0.49046 -9.20552  -1.046

Atoms 1-2, force components in eV/Å:
-0.0311 0.0059 -0.0012
-0.3738 0.5798 0.6382

Results
HOMO-LUMO gap (hartree): 0.21762
Largest force on an atom (eV/A): 6.31
HOMO level (eV): -11.1
Charge: +1

(4)
Below is the molecule C5H6FIO in a non-equilibrium geometry, with properties calculated with ωB97M-V with the def2-TZVPD basis set.

Last column: Mulliken charge in e.
Geometry (Å):
C: -0.84877 1.62009 -0.33538  -1.023
H: -1.22296 1.15677 -1.27258  0.272
C: -0.68434 -1.93776 0.19370  -0.567
O: 0.80327 1.70338 1.25993  -0.532
F: 0.73265 -0.29171 -1.67456  -0.249
I: 3.22552 -0.12044 -0.25802  0.105
C: 1.09189 -0.10116 -0.38816  0.138
C: 0.46958 1.16379 0.21937  0.583
H: -0.79665 -1.80804 -0.90468  0.221
C: 0.34148 -1.42130 0.73391  -0.284
H: 0.74390 -1.33102 1.72201  0.409
H: -1.55979 1.22389 0.51303  0.242
H: -1.46791 -2.49909 0.64324  0.290
H: -0.82786 2.64259 -0.45181  0.395

Atoms 1-2, force components in eV/Å:
-1.7900 -3.7243 0.5526
0.5733 0.1604 0.5314

Results
HOMO-LUMO gap (hartree): 0.35477
Largest force on an atom (eV/A): 5.76
HOMO level (eV): -9.5
Structure (SMILES): C=C[C@](F)(I)C(C)=O
Energy relative to the best compared isomer or geometry (same formula, charge and spin) (kcal/mol): 8.27

(5)
Below is a structure of composition C8H29CaN10O7 in a non-equilibrium geometry, with properties calculated with ωB97M-V with the def2-TZVPD basis set.

Last column: Mulliken charge in e.
Geometry (Å):
H: 1.31306 5.42482 -0.67551  0.117
C: 1.27999 0.55854 -3.72782  -0.688
H: 1.80818 4.15693 0.38504  0.199
C: 0.54765 -2.95439 -1.90493  0.462
H: -3.59037 2.61933 1.84967  0.475
C: 0.39827 3.65569 -0.98354  0.496
N: 0.20665 -4.08348 -1.38537  -0.455
H: -2.54827 -4.11088 1.48494  0.151
C: -3.51892 1.30831 0.07445  -0.919
H: 1.68744 1.54417 -3.95286  0.268
H: 1.01662 -0.08759 -4.56523  0.357
N: -1.62444 -3.71277 1.57518  -0.449
O: 2.15587 0.05970 -0.28697  -0.603
H: 4.12383 -1.38233 1.76369  0.163
H: -3.70946 -2.47989 1.83890  0.153
H: 0.30374 -4.91835 -1.94543  0.160
H: 1.32343 2.47560 3.13968  0.222
N: 3.25914 -1.92908 -0.33627  -0.365
N: 1.21932 4.46498 -0.37550  -0.459
C: -1.77926 -2.40673 1.37564  0.547
O: 0.23639 2.51509 -0.68935  -0.569
H: 0.05111 -4.04289 -0.38823  0.058
H: -1.24312 -0.50458 3.15939  0.135
N: 0.64362 1.81915 3.49608  -0.470
N: -2.96938 -1.89710 1.47457  -0.316
H: 0.42046 1.88523 4.47891  0.120
H: 3.77037 0.37045 1.48208  0.265
H: -0.75177 -4.18330 1.38240  0.261
N: 1.55530 -3.18996 -2.66191  -0.449
H: 3.81891 -2.57352 0.20359  0.164
H: -2.75467 1.10938 2.04862  -0.108
H: 2.08065 -2.38143 -2.96253  0.268
O: 0.32207 -1.82644 -1.53974  -0.493
H: -2.02074 2.43757 1.03921  -0.141
Ca: -0.10531 0.24449 -0.57604  2.490
C: -2.93072 1.91778 1.33899  -0.109
O: -0.85425 -1.67725 0.97015  -0.500
H: -0.58809 0.78672 -3.44446  0.229
H: -4.37224 0.63937 0.18607  0.371
O: 0.10593 0.92679 1.62005  -0.226
H: 2.86774 -2.24276 -1.21292  0.094
O: -2.54859 0.57040 -0.64675  -0.918
O: 0.16862 0.80902 -2.85413  -0.162
H: 1.81411 -4.14394 -2.86940  0.114
N: -0.66862 0.20944 3.58391  -0.381
H: -1.01838 3.77040 -2.22206  0.263
H: -3.19266 -0.95873 1.17507  0.137
N: 3.68349 -0.61468 1.27696  -0.454
H: 2.08674 0.09498 -3.16003  0.113
H: -0.39508 0.20635 4.55616  0.179
C: 0.00086 0.98951 2.79830  0.440
H: -3.96481 2.03518 -0.60449  0.349
N: -0.16691 4.24394 -1.95589  -0.439
H: 0.11825 5.21073 -2.01976  0.152
C: 2.92827 -0.75800 0.18947  0.701

Atoms 1-2, force components in eV/Å:
0.1686 -0.3037 0.4080
0.5616 0.5671 1.0194

Results
HOMO-LUMO gap (hartree): 0.23874
Largest force on an atom (eV/A): 8.00
HOMO level (eV): -8.7
Charge: +1
Energy relative to the best compared isomer or geometry (same formula, charge and spin) (kcal/mol): 100.16

(6)
Below is a structure of composition C24H42Cl3N4O3RuSi in a non-equilibrium geometry, with properties calculated with ωB97M-V with the def2-TZVPD basis set.

Last column: Mulliken charge in e.
Geometry (Å):
C: -1.61083 0.79723 4.04524  -1.379
H: 0.56494 -5.08114 -3.53121  0.318
H: 1.11972 -5.38217 1.95069  0.339
N: 2.89851 -1.59220 -0.92533  0.420
C: -0.87977 -4.90581 2.66074  -0.714
H: -2.86746 -4.16794 3.16541  0.399
C: -0.95205 5.61749 1.99802  -0.873
H: -1.98582 4.03792 -5.24120  0.298
C: -2.01859 -3.13362 1.47744  -0.222
C: 1.34786 3.80990 -3.21203  -0.935
H: 3.45842 -1.67932 1.04563  0.445
H: -2.89777 -2.50872 1.29054  0.354
C: -1.03485 -2.05664 -0.56669  -0.270
C: -1.00654 4.36301 -4.87264  -1.108
H: -2.53683 -1.83450 -3.15420  0.255
H: 1.52376 4.73357 -2.64135  0.313
H: -0.37809 6.45315 1.56926  0.307
N: 0.04704 -0.47357 2.58763  1.284
H: 3.27390 -0.89211 -2.85955  0.425
H: -1.11764 -0.81451 -2.80284  -0.828
H: 0.82998 4.98485 4.05727  0.339
H: 1.71014 3.98022 -4.23645  0.328
H: 3.87198 -3.28160 -0.19280  0.303
H: -0.61384 -1.22786 5.59662  0.244
N: -0.23327 -1.15053 4.65788  0.013
Ru: 0.04265 0.57805 0.66051  0.306
H: -0.40347 -4.66781 -1.28846  0.505
H: 1.71557 3.76555 3.07587  0.219
C: 0.89403 -1.53177 2.82459  -0.253
H: 1.56610 -1.90300 2.07294  0.041
H: -1.38983 5.96583 2.95027  0.325
H: 1.20890 -2.78997 4.60190  0.429
H: 2.58866 -3.63362 -1.38461  0.177
C: -0.91621 -2.99788 0.63240  0.499
Cl: 0.91677 2.12855 -0.72050  -0.371
H: -1.16080 -5.42990 -3.62475  0.298
H: -1.11013 1.72874 4.37071  0.155
C: -0.59672 -3.99847 -2.12922  0.075
H: -2.01001 -1.54524 -0.50295  0.383
C: -0.43080 -4.62688 -3.47025  -1.540
Cl: -0.85665 1.40738 -3.27486  -0.328
H: -1.75548 5.32166 1.30464  0.279
H: -0.99063 -2.10608 -4.00637  0.497
C: -0.62582 -0.24361 3.72518  0.230
Cl: -2.21126 0.77623 0.47746  -0.583
H: 4.14369 -2.95391 -1.94519  0.345
H: -2.23301 0.98215 3.15745  0.163
C: 1.11666 4.67774 3.04569  -0.947
Si: -0.50659 3.48208 -3.27421  0.525
H: -1.71011 3.44191 -1.06429  -0.110
H: 1.69964 5.50301 2.62722  0.348
C: -1.43709 -1.84067 -3.04036  -0.473
C: 0.71596 -1.97100 4.10355  -1.037
H: -1.37232 5.12035 -1.62222  0.300
C: -1.66519 4.10857 -1.93581  -0.598
C: 0.22021 -3.78275 0.82436  0.258
H: 2.18869 0.15189 -1.86752  0.088
H: -1.26809 3.21486 1.11844  0.140
H: 1.93301 2.98957 -2.77344  0.224
C: 2.46206 -0.87638 -2.11844  -0.689
H: -2.68204 4.18157 -2.35111  0.335
H: -0.85751 -5.62973 3.46969  0.383
C: 3.40641 -2.93924 -1.12841  -0.883
H: -1.03311 5.45053 -4.68231  0.293
H: -0.26643 4.16528 -5.66002  0.291
O: 2.36092 0.00579 0.64349  -0.352
C: -2.00547 -4.08612 2.49567  -0.734
O: 0.26178 2.20812 2.05666  -0.742
O: -0.03249 -1.07890 -0.59345  0.767
H: -2.23648 0.43870 4.88028  0.492
C: -0.39232 3.26365 1.77190  0.261
C: 2.90411 -1.05819 0.30904  -0.320
H: 1.58996 -1.38120 -2.55609  0.143
C: -0.99056 -2.73375 -1.93656  0.255
N: -0.06547 4.46923 2.22667  0.303
H: 1.06653 -3.63079 0.13697  0.370
H: -0.53283 -3.92587 -4.30405  0.339
C: 0.22968 -4.75932 1.82579  -1.136

Atoms 1-2, force components in eV/Å:
-0.5153 0.4401 0.1150
-0.0978 -0.0550 -0.1005

Results
2S+1: 6
HOMO-LUMO gap (spin up / spin down) (hartree): 0.12334 / 0.16586
Largest force on an atom (eV/A): 3.99
HOMO level (spin up / spin down) (eV): -3.4 / -7.0

| no. | E_tot (hartree) |
| --- | --- |
| 1 | -480.00450 |
| 2 | -693.08505 |
| 3 | -4735.04602 |
| 4 | -666.82132 |
| 5 | -2074.07862 |
| 6 | -3149.32869 |